# C17H21ClN4O5S

C17H21ClN4O5S as an isolated structure (ωB97M-V with the def2-TZVPD basis set, OMol25).

Properties
Kohn-Sham gap: 8.9 eV
Total charge: 0
LUMO level: -0.021 Eh

Atoms and positions in Å:
H -0.773972 1.204698 -4.704224
C 2.162991 1.574459 2.407423
N -2.303172 -0.263545 -2.742569
C 3.371185 -3.329286 1.264532
H -0.901223 3.057329 -4.711615
H 5.491293 -1.294177 2.717622
O 4.252113 -1.528563 4.544687
C -2.302254 -0.756542 -1.346172
C -1.028048 2.139809 -3.990151
H -1.193628 -1.008017 0.757011
N -3.027529 0.252955 -0.822201
H -4.823183 1.696441 -3.892949
O 2.311625 -3.199791 3.863244
C -0.678339 2.227103 -2.792803
C 1.060834 1.323855 1.781074
C -4.135431 1.028235 -3.793813
H -0.337793 1.420685 -2.175013
O -1.452069 -1.569909 -1.244949
N -0.811149 -0.106644 1.223483
H 2.844898 -2.476570 0.663674
H 3.850510 -3.829431 0.484451
C 1.007812 -1.047340 2.588716
C 2.934313 0.279258 2.893529
H 2.700619 -3.969267 1.626694
H -4.908330 -0.070600 -3.571628
H 3.987783 0.544990 3.408926
S 3.169041 -2.208171 3.380701
C 2.305794 -0.784247 3.051064
H 4.663783 -0.904836 1.225448
C -2.055426 0.462900 1.709178
H -3.431660 -1.137200 1.005802
N 4.011502 -2.660633 2.127592
Cl 0.148803 2.538997 0.960905
H 2.648886 2.719456 2.450650
H -1.834563 -0.563177 -3.523164
H -4.073657 0.690524 1.019632
H 0.603179 -2.248856 2.541888
H -2.666649 3.318826 -2.988016
H -0.198206 3.325227 -2.301404
C -3.617500 1.156795 -1.366061
C 0.465330 0.084799 1.762054
H 5.960959 -2.376788 1.077208
O -2.147919 1.502981 2.530992
C 5.065423 -1.851285 1.799417
C -3.274291 0.084161 0.854550
C -3.025712 0.893656 -2.745094
H -3.637406 1.069408 -4.968336
C -2.154806 2.436387 -3.010058
O -4.224762 2.150942 -1.031925

Force components x, y, z for each atom (eV/Å):
-1.27 1.70 1.88
6.96 0.07 2.50
-2.55 1.00 3.43
-4.46 0.75 -8.76
0.14 -1.71 1.36
-0.36 -1.71 -1.30
-3.86 -3.33 -4.95
2.09 3.33 -9.65
-2.66 0.43 -15.45
2.45 1.47 0.82
2.50 -8.49 15.88
-3.70 4.92 0.69
-1.63 -2.29 -0.01
4.31 5.80 14.19
-3.50 0.74 -1.89
3.18 -8.48 -2.62
0.01 -0.45 0.18
0.40 -2.95 4.66
-5.12 -1.04 -0.25
-0.42 -1.58 -0.18
1.80 -0.88 -0.80
-2.06 0.48 -3.70
4.43 12.77 0.62
-2.86 -2.46 1.60
2.36 2.96 -1.27
-2.60 -1.17 -1.52
6.70 4.71 9.39
-4.31 -6.85 -0.99
0.66 -1.66 0.15
1.76 6.34 1.75
-0.13 3.30 -0.46
4.64 1.45 6.92
0.32 0.79 -0.28
-1.32 -3.63 -0.06
1.39 -1.33 -1.63
-2.28 1.41 0.78
0.87 4.08 0.30
-1.19 1.97 0.11
-0.84 -3.31 -1.62
-1.50 6.33 -7.34
-0.75 -5.84 3.45
-2.74 1.27 2.29
0.50 -6.05 -3.80
4.45 4.07 -2.34
3.15 -4.91 -2.11
-2.44 7.14 -3.81
-1.30 -0.84 3.25
1.36 -7.59 -0.22
-0.58 -0.72 0.83